No. 1
Formula: H3NO4
Source: the OMol25 dataset
Level of theory: the ωB97M-V functional and the def2-TZVPD basis

Structure (XYZ):
```
8
Properties=species:S:1:pos:R:3:nbo_charge:R:1
N -0.217 -0.844 1.055 0.111
O 2.072 -1.123 0.627 -0.598
O -1.105 0.921 -1.138 -0.487
O 0.559 -1.200 0.232 0.047
O -1.339 1.442 0.220 -0.459
H -1.476 0.460 0.764 0.469
H 2.621 -1.395 -0.043 0.448
H -1.113 1.738 -1.717 0.470
```

## Properties
- Strongest force on any atom: 5.088 eV/A
- DFT total energy: -9719.387 eV
- Relative energy (zero: lowest compared OMol25 entry of this formula, charge and spin): 256.1 kJ/mol
- HOMO (spin up / spin down): -10.0832 / -10.0833 eV

***

No. 2
Formula: C4H10NO
Source: the OMol25 dataset
Level of theory: the ωB97M-V functional and the def2-TZVPD basis

Structure (XYZ):
```
16
Properties=species:S:1:pos:R:3:nbo_charge:R:1
C 0.278 0.325 0.596 -0.683
C 0.521 -0.076 -0.835 0.130
C 1.683 -0.453 -1.372 -0.325
C -1.512 0.996 -1.514 0.136
N -0.584 0.120 -1.745 -0.424
H -0.685 0.147 1.063 0.260
H 1.104 -0.157 1.113 0.255
H 0.440 1.405 0.720 0.246
H 1.803 -0.413 -2.452 0.223
H 2.430 -0.944 -0.759 0.247
H -2.100 1.455 -2.300 0.237
H -1.822 1.101 -0.470 0.236
H -0.692 -0.494 -2.551 0.457
H -0.947 -1.181 3.975 0.498
H 0.511 -0.927 3.317 0.482
O -0.427 -0.905 3.214 -0.977
```

## Properties
- Charge: +1
- Strongest force on any atom: 1.801 eV/A
- DFT total energy: -7838.788 eV
- Relative energy (zero: lowest compared OMol25 entry of this formula, charge and spin): 244.0 kJ/mol
- HOMO: -14.3349 eV

***

No. 3
Formula: C4H17N2O2
Source: the OMol25 dataset
Level of theory: the ωB97M-V functional and the def2-TZVPD basis

Structure (XYZ):
```
25
Properties=species:S:1:pos:R:3:nbo_charge:R:1
C 2.973 -0.779 -1.360 -0.631
C 1.682 -0.976 -0.550 -0.030
C 0.394 -0.993 -1.454 -0.446
C -0.840 -0.529 -0.760 -0.229
N -0.813 0.962 -0.769 -0.724
N 1.540 0.132 0.461 -0.894
H 2.781 -0.685 -2.428 0.220
H 3.477 0.158 -1.116 0.219
H 3.624 -1.617 -1.131 0.238
H 1.708 -1.892 0.040 0.186
H 0.402 -2.033 -1.790 0.248
H 0.687 -0.403 -2.324 0.214
H -1.782 -0.813 -1.232 0.231
H -0.948 -0.964 0.232 0.225
H -0.916 1.378 -1.695 0.426
H -1.554 1.425 -0.176 0.470
H 1.168 -0.270 1.308 0.367
H 2.431 0.562 0.677 0.388
H 0.022 1.309 -0.271 0.468
H -3.105 2.285 1.326 0.495
H -1.912 1.821 2.028 0.511
O -2.153 2.238 1.181 -0.957
H -2.525 -0.760 3.230 0.488
H -3.572 0.291 3.547 0.490
O -2.768 0.154 3.026 -0.973
```

## Properties
- Charge: +1
- Strongest force on any atom: 2.662 eV/A
- DFT total energy: -11493.202 eV
- Relative energy (zero: lowest compared OMol25 entry of this formula, charge and spin): 66.5 kJ/mol
- HOMO: -13.3462 eV

***

No. 4
Formula: C5H17Be2N8O7
Source: the OMol25 dataset
Level of theory: the ωB97M-V functional and the def2-TZVPD basis

Structure (XYZ):
```
39
Properties=species:S:1:pos:R:3:nbo_charge:R:1
Be 0.288 4.936 -1.297 0.936
Be -0.095 4.154 2.866 1.150
O -0.309 0.607 0.325 -0.666
C -0.001 1.939 0.341 0.987
O 0.286 2.469 1.446 -0.852
O 0.059 2.533 -0.760 -0.772
H -0.230 0.517 -0.649 0.521
C 0.361 1.434 -3.861 0.738
O -0.239 0.577 -4.474 -0.481
N 0.167 2.764 -4.195 -0.723
N 1.492 1.361 -3.085 -0.816
H -0.604 3.064 -4.773 0.439
H 0.756 3.458 -3.766 0.370
H 1.807 0.496 -2.669 0.411
H 1.438 2.086 -2.382 0.368
C 3.391 0.538 2.492 0.748
O 4.254 0.222 3.294 -0.475
N 2.975 -0.331 1.529 -0.839
N 2.846 1.792 2.391 -0.783
H 3.372 -1.255 1.506 0.433
H 2.182 -0.112 0.956 0.369
H 2.980 2.466 3.124 0.420
H 2.087 1.849 1.721 0.386
C -0.969 -3.446 2.223 0.745
O -2.077 -3.633 1.695 -0.358
N -0.437 -4.503 2.911 -0.656
N -0.133 -2.406 2.041 -0.799
H 0.365 -4.373 3.509 0.427
H -0.951 -5.369 2.801 0.454
H 0.820 -2.586 2.303 0.413
H -0.386 -1.760 1.311 0.424
C -2.807 -1.490 -0.951 0.755
O -1.698 -2.066 -0.897 -0.474
N -3.116 -0.436 -0.167 -0.797
N -3.716 -1.889 -1.870 -0.683
H -2.401 0.172 0.202 0.408
H -4.012 -0.001 -0.333 0.413
H -3.478 -2.615 -2.537 0.445
H -4.263 -1.164 -2.320 0.414
```

## Properties
- Charge: +3
- Strongest force on any atom: 2.697 eV/A
- DFT total energy: -32478.162 eV
- HOMO: -17.1615 eV

***

No. 5
Formula: C5H4MnNO5
Source: the OMol25 dataset
Level of theory: the ωB97M-V functional and the def2-TZVPD basis

Structure (XYZ):
```
16
Properties=species:S:1:pos:R:3:nbo_charge:R:1
O 0.908 -1.559 -2.679 -0.329
C 0.584 -0.978 -1.735 0.546
Mn 0.033 0.144 -0.124 0.144
O -0.476 -2.494 1.251 -0.362
C -0.261 -1.501 0.681 0.602
C 0.316 1.958 -0.671 0.015
O 0.276 3.106 -0.401 -0.383
C -1.719 0.261 -0.728 0.561
O -2.802 0.410 -1.118 -0.353
C 1.789 0.219 0.460 0.520
O 2.890 0.314 0.822 -0.365
H 0.518 1.168 -1.588 0.206
N -0.605 1.005 1.705 -1.061
H 0.144 0.947 2.410 0.417
H -1.428 0.536 2.084 0.409
H -0.832 2.003 1.579 0.433
```

## Properties
- 2S+1: 6
- Charge: +1
- Strongest force on any atom: 7.666 eV/A
- DFT total energy: -48283.263 eV
- Relative energy (zero: lowest compared OMol25 entry of this formula, charge and spin): 174.0 kJ/mol
- HOMO (spin up / spin down): -9.9399 / -14.2172 eV

***

No. 6
Formula: C2H3BrCl2O
Source: the OMol25 dataset
Level of theory: the ωB97M-V functional and the def2-TZVPD basis

Structure (XYZ):
```
9
Properties=species:S:1:pos:R:3:nbo_charge:R:1
C -1.569 -1.026 1.333 -0.505
C 0.219 -1.374 0.019 0.311
O 0.223 -0.496 -0.876 -0.697
Cl -0.214 -3.072 -0.483 -0.092
Cl 1.666 -1.566 0.990 0.012
Br -2.551 0.012 0.049 0.094
H -1.363 -0.446 2.163 0.190
H -1.944 -2.018 1.612 0.222
H -0.821 -0.046 -0.938 0.465
```

## Properties
- Strongest force on any atom: 4.724 eV/A
- DFT total energy: -99254.721 eV
- Relative energy (zero: lowest compared OMol25 entry of this formula, charge and spin): 234.8 kJ/mol
- HOMO: -9.3839 eV